(1)
The following is a DFT calculation (ωB97M-V with the def2-TZVPD basis set) of a 10-piece molecular cluster, C66H129N3O24P overall.

spin multiplicity = 2
frontier orbital gap (alpha / beta) = 3.76 / 1.90 eV
LUMO (alpha / beta) = -1.2 / -3.1 eV
total charge = 0

```
223
Properties=species:S:1:pos:R:3:mulliken_charge:R:1
C 10.160 -35.941 27.761 -1.0566
C 8.724 -36.304 27.395 -0.8009
C 8.023 -35.384 26.370 -0.6378
C 7.820 -33.951 26.958 -0.7583
N 7.538 -32.878 25.862 0.5043
C 7.382 -31.367 26.376 -0.2290
C 6.371 -30.832 25.327 -0.7666
C 5.470 -31.984 24.783 -0.7279
C 6.257 -33.311 25.143 -0.7975
C 8.717 -32.802 24.831 -0.8792
H 10.865 -36.685 28.132 0.4506
H 10.051 -35.317 28.649 0.2912
H 10.747 -35.335 27.071 0.1731
H 8.061 -36.443 28.249 0.4120
H 8.657 -37.259 26.874 0.3719
H 7.010 -35.724 26.154 0.4247
H 8.432 -35.595 25.383 0.4398
H 8.744 -33.462 27.267 0.2555
H 7.041 -33.899 27.719 0.6472
H 8.335 -30.839 26.345 -0.2225
H 7.032 -31.447 27.405 0.5911
H 6.936 -30.367 24.519 0.2580
H 5.829 -29.962 25.696 0.6524
H 5.378 -31.711 23.732 0.3468
H 4.541 -32.034 25.352 0.3152
H 6.511 -33.875 24.246 0.4122
H 5.670 -34.076 25.650 0.4450
H 8.706 -31.848 24.305 0.4500
H 8.502 -33.547 24.064 0.2956
H 9.676 -32.879 25.343 0.2570
C 14.941 -35.006 30.269 -1.3080
C 14.858 -33.453 30.136 -0.6521
C 14.450 -32.904 28.772 -0.2025
C 14.260 -31.421 28.694 -0.4257
N 13.736 -30.960 27.300 0.5365
C 14.875 -30.896 26.126 -0.3581
C 15.566 -29.581 26.324 -1.0324
C 14.458 -28.715 26.995 -0.6190
C 13.253 -29.423 27.296 1.0390
C 12.534 -31.739 26.798 -1.0728
H 15.637 -35.330 31.043 0.4140
H 15.482 -35.475 29.447 0.3347
H 13.979 -35.503 30.396 0.3008
H 15.876 -33.083 30.257 0.3565
H 14.365 -33.045 31.019 0.4651
H 13.505 -33.424 28.611 0.2295
H 15.211 -33.283 28.090 0.0971
H 15.247 -30.971 28.800 0.3842
H 13.552 -31.114 29.464 0.0639
H 14.258 -30.848 25.229 0.0283
H 15.501 -31.788 26.142 0.4702
H 15.839 -29.253 25.321 0.4754
H 16.412 -29.739 26.992 0.3873
H 14.331 -27.728 26.553 0.4605
H 14.883 -28.312 27.914 0.4197
H 12.545 -29.229 26.491 -0.9700
H 12.815 -29.294 28.286 0.0417
H 12.744 -32.808 26.808 0.6619
H 12.272 -31.309 25.831 -0.0309
H 11.638 -31.457 27.350 0.2998
C 9.013 -22.048 28.455 -0.1855
C 10.299 -23.028 28.579 0.3978
C 9.973 -24.465 28.880 -0.4860
C 9.188 -25.230 27.778 0.6983
N 8.811 -26.665 28.250 0.9420
C 7.563 -27.225 27.505 -0.6748
C 7.072 -28.343 28.367 0.9843
C 7.384 -27.869 29.794 -0.7682
C 8.305 -26.591 29.685 -0.4000
C 10.093 -27.560 28.116 -0.9507
H 9.206 -21.036 28.098 0.1089
H 8.546 -21.917 29.431 0.3182
H 8.349 -22.482 27.708 -0.1069
H 11.052 -22.880 29.353 -0.7674
H 10.940 -22.978 27.699 0.1672
H 9.446 -24.498 29.834 0.3543
H 10.863 -25.009 29.195 0.3237
H 9.654 -25.279 26.793 0.4369
H 8.254 -24.691 27.620 -1.0447
H 8.035 -27.482 26.557 0.8446
H 6.769 -26.519 27.262 -0.2705
H 7.667 -29.217 28.103 -1.3369
H 6.026 -28.552 28.144 0.7816
H 7.896 -28.667 30.332 -0.1387
H 6.494 -27.679 30.395 0.4275
H 9.180 -26.539 30.333 -0.0674
H 7.643 -25.727 29.724 0.4531
H 9.864 -28.607 28.312 0.2294
H 10.952 -27.157 28.653 0.4397
H 10.352 -27.473 27.061 -0.0154
C 12.952 -27.597 23.785 -0.5719
C 11.720 -27.595 24.385 0.5097
C 10.771 -28.804 24.368 0.4759
O 9.573 -28.857 24.906 -0.7251
C 11.148 -29.963 23.847 -0.6019
C 12.486 -30.138 23.255 0.7027
C 13.391 -28.809 23.061 0.1308
O 14.441 -28.849 22.463 -0.5552
O 12.854 -31.247 22.702 -0.7575
O 11.328 -26.394 24.770 -0.4564
H 13.454 -26.644 23.711 0.6315
H 10.540 -30.855 23.869 0.3962
C 9.073 -30.942 33.018 -0.7254
C 10.272 -30.394 32.884 0.2297
C 11.014 -30.334 31.515 0.3307
O 12.141 -29.789 31.232 -0.8692
C 10.329 -30.754 30.403 0.9111
C 8.995 -31.298 30.397 -0.6713
C 8.263 -31.225 31.849 0.5715
O 7.042 -31.394 31.956 -0.7749
O 8.389 -31.550 29.349 -0.4609
O 10.837 -30.010 33.947 -0.8141
H 8.626 -31.107 33.987 0.4358
H 10.799 -30.580 29.447 -0.1090
C 12.286 -22.192 31.748 -0.5257
O 11.556 -23.401 31.931 -0.2804
P 10.219 -23.347 32.783 1.3293
O 9.113 -22.463 32.317 -0.7102
O 9.709 -24.896 32.702 -0.2575
C 10.532 -26.048 33.011 -0.4286
O 10.789 -23.120 34.337 -0.3322
C 9.880 -23.089 35.364 -0.8168
H 13.150 -22.108 32.407 0.4239
H 11.712 -21.327 32.080 -0.1671
H 12.462 -22.099 30.676 0.2846
H 10.054 -26.513 33.873 0.2566
H 11.566 -25.715 33.109 0.3233
H 10.402 -26.741 32.180 0.0093
H 10.043 -24.053 35.846 0.2559
H 8.891 -22.692 35.137 0.3522
H 10.232 -22.223 35.924 0.3058
C 8.073 -15.159 24.387 -0.7207
O 8.635 -16.511 24.451 -0.3203
C 8.371 -17.093 25.695 -0.5136
C 8.786 -18.550 25.754 -0.0881
O 8.334 -19.465 24.702 -0.5782
C 8.305 -20.882 25.098 1.7571
C 7.362 -21.707 24.295 -0.7581
O 6.895 -22.823 24.980 -0.0758
C 6.698 -23.976 24.270 -0.6490
H 8.044 -14.829 23.349 0.2543
H 8.613 -14.396 24.947 0.2720
H 7.047 -15.270 24.738 0.3307
H 7.313 -17.040 25.954 0.2784
H 8.908 -16.550 26.473 0.4524
H 8.228 -18.850 26.641 0.0424
H 9.860 -18.696 25.868 0.3108
H 8.080 -20.871 26.165 -0.6637
H 9.328 -21.128 24.812 -0.5094
H 7.705 -22.141 23.356 0.3284
H 6.558 -21.064 23.938 0.2927
H 7.519 -24.364 23.667 0.3935
H 5.844 -24.075 23.601 0.3492
H 6.661 -24.806 24.976 -0.0600
C 13.773 -24.914 28.090 -0.2631
O 14.036 -23.659 27.458 -0.4833
C 13.823 -23.815 26.096 0.2824
C 14.093 -22.522 25.417 -0.8001
O 13.786 -22.366 24.020 -0.4503
C 12.536 -22.682 23.563 0.6776
C 12.330 -22.194 22.051 -0.7055
O 10.954 -21.786 21.892 -0.2807
C 10.365 -21.968 20.582 -0.8282
H 12.936 -25.470 27.667 -0.0133
H 13.580 -24.444 29.054 0.1383
H 14.629 -25.587 28.034 0.4449
H 12.769 -24.087 26.040 0.0321
H 14.473 -24.594 25.699 0.3107
H 15.144 -22.319 25.624 0.2873
H 13.499 -21.829 26.014 0.3838
H 11.754 -22.117 24.070 -0.1198
H 12.401 -23.763 23.595 -0.1195
H 12.577 -22.975 21.331 0.4005
H 12.957 -21.337 21.808 0.2893
H 11.081 -21.971 19.761 0.4093
H 9.626 -21.171 20.501 0.2478
H 9.734 -22.842 20.416 0.2835
C 8.394 -18.237 36.494 -0.7957
O 8.928 -18.145 35.141 -0.2679
C 8.023 -17.302 34.400 -0.3515
C 8.002 -17.580 32.887 -0.6348
O 9.283 -17.429 32.210 -0.3971
C 10.143 -18.532 32.275 -0.3444
C 11.371 -18.382 31.293 -0.4408
O 11.040 -17.672 30.068 -0.4754
C 10.402 -18.645 29.211 -0.2760
H 7.425 -18.736 36.511 0.3172
H 8.282 -17.211 36.845 0.3305
H 9.070 -18.783 37.152 0.2361
H 8.334 -16.275 34.592 0.2761
H 7.049 -17.651 34.743 0.3865
H 7.236 -16.946 32.440 0.3726
H 7.633 -18.588 32.697 0.3113
H 9.848 -19.578 32.190 0.2513
H 10.696 -18.599 33.212 0.4478
H 11.936 -19.277 31.032 0.1361
H 12.143 -17.853 31.851 0.4726
H 9.937 -18.216 28.324 -0.1495
H 9.497 -19.081 29.636 0.2710
H 11.200 -19.311 28.885 0.2926
C 2.856 -19.714 29.462 -0.6401
O 4.272 -19.301 29.380 -0.4103
C 4.998 -19.783 28.264 -0.7462
C 5.450 -21.258 28.472 0.4829
O 4.503 -22.201 29.000 -0.4867
C 4.086 -22.935 27.885 -1.0038
C 4.878 -24.286 27.807 0.1598
O 5.167 -25.015 29.042 0.0681
C 3.994 -25.691 29.481 -0.8642
H 2.713 -19.892 30.528 0.2268
H 2.548 -20.553 28.839 0.2532
H 2.284 -18.853 29.117 0.3071
H 5.781 -19.055 28.050 0.2501
H 4.446 -19.707 27.327 0.3607
H 6.258 -21.336 29.199 0.2557
H 5.999 -21.528 27.570 -0.1874
H 4.106 -22.484 26.893 0.3274
H 3.050 -23.258 27.980 0.6245
H 5.820 -23.989 27.347 -0.3622
H 4.523 -25.000 27.063 0.4563
H 3.964 -25.989 30.528 0.2389
H 3.925 -26.607 28.895 0.3214
H 3.132 -25.056 29.275 0.2893
```

***

(2)
The following is a DFT calculation (ωB97M-V with the def2-TZVPD basis set) of a 3-piece molecular cluster, C16H36ClN2 overall.

energy above the lowest of the compared OMol25 structures with the same formula, charge and spin = 49.1 kJ/mol
frontier orbital gap = 8.23 eV
LUMO = -2.0 eV
total charge = +1

```
55
Properties=species:S:1:pos:R:3:mulliken_charge:R:1
C 0.768 -3.096 0.032 -1.5057
C 0.457 -1.876 0.921 0.6022
C 0.944 -2.123 2.341 -1.2095
N 0.545 -1.090 3.383 0.3962
C 0.983 0.269 2.941 -0.6964
C -0.933 -1.172 3.754 -0.4556
C -0.956 -2.289 4.771 -0.7807
C 0.216 -1.997 5.683 -0.5537
C 1.277 -1.576 4.651 -0.5374
H 1.746 -3.493 0.303 0.3645
H 0.800 -2.800 -1.017 0.3544
H 0.019 -3.884 0.082 0.4041
H -0.589 -1.566 0.902 0.2729
H 1.041 -1.043 0.517 -0.2589
H 2.024 -2.232 2.394 0.6041
H 0.506 -3.046 2.723 0.3017
H 0.490 0.450 1.988 -0.0834
H 2.066 0.336 2.966 0.3614
H 0.557 0.989 3.637 0.4186
H -1.243 -0.289 4.309 0.3685
H -1.431 -1.252 2.792 0.2418
H -1.918 -2.278 5.291 0.4343
H -0.989 -3.256 4.262 0.3252
H -0.052 -1.155 6.316 0.3322
H 0.510 -2.868 6.260 0.3313
H 1.856 -0.709 4.979 0.3775
H 2.058 -2.308 4.465 0.3640
C -1.416 3.223 -5.918 -1.2995
C -1.510 2.732 -4.465 -0.2981
C -0.526 1.633 -4.124 -0.9991
N -0.481 1.235 -2.665 0.6791
C -1.864 0.937 -2.146 -0.9289
C 0.201 2.309 -1.833 -0.7506
C 1.362 1.599 -1.098 0.3310
C 1.747 0.478 -2.047 -0.7739
C 0.402 -0.011 -2.552 -0.4579
H -0.444 3.076 -6.384 0.3552
H -1.751 4.245 -6.070 0.3486
H -2.137 2.613 -6.469 0.3282
H -2.511 2.375 -4.217 0.3721
H -1.374 3.582 -3.788 0.4036
H 0.491 1.966 -4.341 0.4241
H -0.695 0.734 -4.717 0.3859
H -2.413 1.871 -2.084 0.4174
H -1.716 0.603 -1.116 0.1279
H -2.291 0.212 -2.831 0.3015
H -0.499 2.823 -1.181 0.3846
H 0.676 3.032 -2.495 0.3478
H 0.900 1.169 -0.207 -0.5542
H 2.168 2.297 -0.895 0.5303
H 2.197 -0.312 -1.444 0.4379
H 2.409 0.776 -2.858 0.4048
H -0.054 -0.570 -1.736 0.1885
H 0.451 -0.575 -3.477 0.1945
Cl -2.075 1.299 1.513 -0.6747
```

***

For the records above, the corresponding electronic energy values read -4902.81953, -1200.68587 Eh.